1.
DFT (ωB97M-V with the def2-TZVPD basis set) results for an isolated molecule of C14H10N4O6.

Summary:
**Maximum force**: 1.3 eV/Å
**Energy relative to the best compared isomer or geometry (same formula, charge and spin)**: 97.3 kJ/mol
**HOMO energy**: -9.25 eV
**Gap between HOMO and LUMO**: 8.53 eV
**Charge**: 0
**Structure (SMILES)**: O=C(NNC(=O)c1ccccc1[N+](=O)[O-])c1ccccc1[N+](=O)[O-]

```
34
Properties=species:S:1:pos:R:3:nbo_charge:R:1
O 0.59 2.10 0.97 -0.6099
C -0.47 1.53 0.82 0.6568
N -0.58 0.34 0.19 -0.4352
N 0.57 -0.33 -0.21 -0.4378
C 0.46 -1.53 -0.82 0.6655
O -0.60 -2.10 -0.98 -0.6109
C 1.78 -2.13 -1.21 -0.1230
C 2.56 -2.77 -0.25 -0.1798
C 3.72 -3.43 -0.62 -0.1736
C 4.10 -3.49 -1.95 -0.2019
C 3.34 -2.87 -2.92 -0.1960
C 2.19 -2.19 -2.54 0.1016
N 1.42 -1.50 -3.54 0.5191
O 1.57 -1.83 -4.70 -0.3628
O 0.69 -0.60 -3.16 -0.3692
C -1.78 2.14 1.21 -0.1196
C -2.57 2.78 0.26 -0.1797
C -3.72 3.44 0.64 -0.1733
C -4.10 3.50 1.97 -0.2018
C -3.33 2.87 2.93 -0.1959
C -2.18 2.19 2.54 0.1016
N -1.41 1.49 3.54 0.5193
O -1.56 1.81 4.69 -0.3627
O -0.69 0.60 3.15 -0.3692
H -1.42 -0.20 0.08 0.4359
H 1.41 0.21 -0.09 0.4360
H 2.25 -2.74 0.79 0.2325
H 4.32 -3.92 0.14 0.2246
H 5.00 -4.02 -2.23 0.2263
H 3.61 -2.89 -3.96 0.2499
H -2.26 2.76 -0.78 0.2325
H -4.33 3.93 -0.11 0.2246
H -5.00 4.02 2.26 0.2263
H -3.60 2.88 3.97 0.2499
```

***

2.
DFT (ωB97M-V with the def2-TZVPD basis set) results for a structure of composition C14H10N5O4S3W.

Summary:
**Maximum force**: 0.2 eV/Å
**Energy relative to the best compared isomer or geometry (same formula, charge and spin)**: 6.9 kJ/mol
**HOMO energy (spin up / spin down)**: -11.38 / -11.38 eV
**Gap between HOMO and LUMO (spin up / spin down)**: 6.81 / 6.81 eV
**Charge**: +1

```
37
Properties=species:S:1:pos:R:3:nbo_charge:R:1
W 0.27 -0.64 0.17 1.0749
O -0.41 -4.54 1.76 -0.6005
C -0.45 -3.40 1.12 0.7978
O 0.43 -2.54 1.21 -0.5763
C -1.59 -3.13 0.25 0.0376
C -2.70 -3.92 -0.03 -0.1412
C -3.65 -3.41 -0.90 -0.1569
C -3.48 -2.15 -1.47 -0.1318
C -2.35 -1.43 -1.13 0.0750
N -1.44 -1.91 -0.29 -0.4320
C -1.98 -0.06 -1.61 0.7650
O -2.57 0.60 -2.40 -0.4593
O -0.81 0.35 -1.02 -0.6634
H 0.39 -4.59 2.32 0.5287
H -2.80 -4.89 0.43 0.2599
H -4.53 -3.99 -1.14 0.2528
H -4.20 -1.72 -2.15 0.2672
S 1.96 0.83 0.85 0.0141
C 1.02 1.20 2.29 -0.1937
S -0.40 0.16 2.27 0.0483
C 1.36 2.08 3.25 -0.3175
C 0.53 2.28 4.40 0.2582
N -0.14 2.42 5.32 -0.2391
C 2.58 2.82 3.13 0.2660
N 3.57 3.40 2.99 -0.2547
S 1.58 -1.90 -1.45 -0.1065
C 3.00 -0.99 -1.88 0.3830
N 3.93 -0.55 -1.05 -0.5455
C 5.07 0.04 -1.77 -0.2283
C 4.51 0.15 -3.20 -0.2292
N 3.32 -0.71 -3.13 -0.5471
H 3.93 -0.77 -0.07 0.4466
H 5.93 -0.63 -1.71 0.2189
H 5.34 1.00 -1.35 0.2386
H 5.21 -0.21 -3.95 0.2326
H 4.22 1.17 -3.45 0.2203
H 2.67 -0.83 -3.89 0.4375
```

***

3.
DFT (ωB97M-V with the def2-TZVPD basis set) results for a structure of composition C14H11AgF9O5.

Summary:
**Maximum force**: 1.1 eV/Å
**2S+1**: 2
**HOMO energy (spin up / spin down)**: -17.14 / -17.14 eV
**Gap between HOMO and LUMO (spin up / spin down)**: 7.87 / 4.62 eV
**Charge**: +2
**⟨S²⟩**: 0.7570

```
40
Properties=species:S:1:pos:R:3:nbo_charge:R:1
C -2.11 1.53 3.35 -0.7896
C -2.56 0.22 2.70 0.7856
O -3.56 0.19 2.06 -0.5191
O -1.77 -0.83 2.97 -0.5082
C -2.04 -1.98 2.12 -0.0912
C -1.70 -1.81 0.65 -0.4462
C -0.22 -2.01 0.30 -0.3564
C 0.64 -0.72 0.60 -0.5164
C 1.84 -0.69 -0.21 0.2241
C 2.41 0.36 -0.94 0.1225
C 1.94 1.79 -1.06 0.5832
F 1.31 2.17 0.08 -0.3160
F 3.04 2.55 -1.19 -0.2563
C 1.08 2.08 -2.35 0.5974
F 0.99 3.40 -2.42 -0.2563
F 1.78 1.62 -3.40 -0.2802
C -0.38 1.49 -2.39 0.5502
F -1.12 2.33 -3.12 -0.2549
F -0.91 1.44 -1.15 -0.3146
C -0.47 0.07 -3.05 0.9292
F -1.45 -0.61 -2.46 -0.2939
F 0.68 -0.62 -2.84 -0.3345
F -0.72 0.15 -4.33 -0.2470
C 3.67 -0.18 -1.58 0.6938
O 4.49 0.41 -2.17 -0.3270
O 3.70 -1.53 -1.31 -0.4244
C 2.76 -1.89 -0.40 0.7046
O 2.69 -2.91 0.17 -0.3765
H -1.42 1.28 4.18 0.2185
H -1.67 2.18 2.56 0.1728
H -3.00 2.02 3.73 0.3120
H -3.08 -2.27 2.23 0.2377
H -1.44 -2.80 2.53 0.2147
H -2.11 -0.88 0.25 0.2364
H -2.21 -2.62 0.12 0.2746
H 0.18 -2.85 0.85 0.2520
H -0.15 -2.23 -0.76 0.2355
H 0.97 -0.83 1.66 0.3285
H 0.06 0.19 0.52 0.2579
Ag -0.11 2.78 3.49 0.9771
```

***

4.
DFT (ωB97M-V with the def2-TZVPD basis set) results for a structure of composition C14H11BrCl16NO6S2.

Summary:
**Maximum force**: 5.2 eV/Å
**HOMO energy**: -6.82 eV
**Gap between HOMO and LUMO**: 8.51 eV
**Charge**: -1

```
51
Properties=species:S:1:pos:R:3:nbo_charge:R:1
C -4.23 -0.32 3.27 -0.6204
C -3.11 -1.45 3.17 -0.4474
C -1.90 -0.97 2.25 -0.4636
Br -2.62 -1.07 0.39 0.0051
S -0.57 -2.27 2.34 2.1907
O -0.45 -2.74 3.72 -0.9332
O -1.12 -3.40 1.56 -0.9887
N 0.84 -1.83 1.57 -1.1101
S 1.82 -0.86 2.48 2.3643
O 3.16 -0.95 1.89 -0.9576
O 1.94 -1.20 3.89 -0.9104
O 1.42 0.78 2.43 -0.7313
C 1.82 1.43 1.24 0.8024
O 2.90 1.89 1.06 -0.4879
C 0.72 1.62 0.14 -0.1210
C -0.04 2.86 0.19 -0.2240
C -1.10 3.02 -0.81 -0.2450
C -1.36 1.98 -1.78 -0.1688
C -0.56 0.77 -1.80 -0.2096
C 0.51 0.56 -0.83 -0.1964
H -4.50 -0.16 4.34 0.2094
H -5.13 -0.57 2.66 0.2145
H -3.77 0.62 2.86 0.2048
H -2.77 -1.81 4.17 0.2470
H -3.59 -2.32 2.64 0.2307
H -1.54 0.05 2.51 0.2448
H 0.20 3.62 0.96 0.2327
H -1.70 3.96 -0.76 0.2139
H -2.20 2.11 -2.50 0.2105
H -0.74 -0.06 -2.55 0.2033
H 1.13 -0.37 -0.83 0.2630
C -1.13 -3.88 -3.13 -0.2222
Cl -1.48 -2.18 -3.51 0.0341
Cl -1.27 -4.13 -1.39 0.1182
Cl -2.29 -4.92 -3.99 0.0253
Cl 0.52 -4.27 -3.65 0.0394
C 5.07 -4.42 0.84 -0.2193
Cl 6.03 -5.90 1.11 0.0222
Cl 3.74 -4.37 2.00 0.0965
Cl 6.10 -3.00 1.06 0.0581
Cl 4.42 -4.44 -0.81 0.0416
C 1.62 7.10 0.40 -0.2200
Cl 0.88 7.79 1.86 0.0450
Cl 1.84 8.38 -0.81 0.0416
Cl 3.19 6.39 0.81 0.0676
Cl 0.56 5.84 -0.26 0.0673
C -0.25 0.62 -6.08 -0.2167
Cl -0.59 2.31 -6.48 0.0378
Cl -0.41 0.39 -4.32 0.0803
Cl -1.41 -0.43 -6.93 0.0373
Cl 1.39 0.21 -6.59 0.0443
```